No. 1
The following is a DFT calculation (ωB97M-V/def2-TZVPD) of a 2-piece molecular cluster, C6H15N2 overall at a distorted geometry.

Summary:
Max |F| in eV/A: 3.02
HOMO in Ha: -0.4556
Charge: +1
ΔE to the lowest compared entry with this formula, charge and spin in kcal per mole: 77.08
Lowest unoccupied orbital energy in eV: -5.68

CARTESIAN COORDINATES (ANGSTROEM)
1 C -2.42944 -0.49680 0.98190
2 C -2.13419 0.17672 2.11857
3 C -1.78869 -1.33994 -1.18777
4 N -1.49168 -0.79292 -0.01677
5 H -3.41771 -0.88185 0.72582
6 H -1.10365 0.50589 2.27499
7 H -2.88871 0.41363 2.86839
8 H -1.05426 -1.59229 -1.95553
9 H -2.84627 -1.56131 -1.34854
10 H -0.52208 -0.48563 0.15065
11 C 1.47970 2.45859 -0.58959
12 C 1.15145 0.95088 -0.41128
13 N 2.37251 0.11320 -0.59565
14 C 2.15016 -1.28778 -0.19477
15 H 0.54875 3.03938 -0.43927
16 H 1.95527 2.58642 -1.57447
17 H 2.12696 2.74927 0.26373
18 H 0.39804 0.61376 -1.18532
19 H 0.62530 0.86063 0.60637
20 H 3.14745 0.62622 -0.08604
21 H 3.10559 -1.84259 -0.27662
22 H 1.77682 -1.32379 0.85562
23 H 1.40877 -1.71982 -0.89519

No. 2
The following is a DFT calculation (ωB97M-V/def2-TZVPD) of a 2-piece molecular cluster, C6H15N2 overall at a distorted geometry.

Summary:
Max |F| in eV/A: 1.59
HOMO in Ha: -0.4888
Charge: +1
ΔE to the lowest compared entry with this formula, charge and spin in kcal per mole: 143.64
Lowest unoccupied orbital energy in eV: -8.09

CARTESIAN COORDINATES (ANGSTROEM)
1 C -0.79770 0.96213 0.79210
2 N -1.72029 -0.18607 0.80090
3 C -2.26463 -0.45340 2.13611
4 C 0.08904 0.75815 -0.42152
5 N 0.71186 -0.51459 -0.31069
6 C 1.13152 -0.91501 -1.55686
7 C 0.19503 -0.28758 -2.61194
8 C -0.55056 0.81869 -1.81463
9 H -1.41217 1.84429 0.67338
10 H -0.14713 0.94121 1.67014
11 H -1.19081 -1.01091 0.50908
12 H -1.54804 -0.95244 2.77398
13 H -3.15986 -1.06794 2.04128
14 H -2.52179 0.50038 2.59466
15 H 0.94361 1.45893 -0.45531
16 H 4.98096 -0.32258 3.82369
17 H 5.50272 -0.69782 3.44333
18 H 1.38774 -1.97013 -1.60889
19 H 2.09059 -0.36122 -1.70173
20 H 0.70410 0.09824 -3.48615
21 H -0.40693 -1.04134 -3.08298
22 H -1.61654 0.63081 -1.88585
23 H -0.40074 1.76820 -2.32211

No. 3
The following is a DFT calculation (ωB97M-V/def2-TZVPD) of an isolated ion of composition C6H15N2O and charge +1 at a distorted geometry.

Summary:
Max |F| in eV/A: 1.69
HOMO in Ha: -0.4910
Charge: +1
ΔE to the lowest compared entry with this formula, charge and spin in kcal per mole: 16.34
Lowest unoccupied orbital energy in eV: -3.42

CARTESIAN COORDINATES (ANGSTROEM)
1 O 2.87052 1.30440 0.50718
2 C 2.77700 -0.10845 0.31112
3 C 1.75663 -0.48790 -0.82014
4 C 0.33136 -0.20430 -0.28027
5 C -0.77005 -1.15140 -0.88166
6 N -1.89902 -1.11180 0.11248
7 C -2.38562 0.27303 0.40111
8 C -1.27952 1.37627 0.42652
9 N -0.16123 1.15458 -0.50973
10 H 2.14169 1.55464 1.07401
11 H 3.79448 -0.45159 0.05578
12 H 2.50015 -0.59764 1.27061
13 H 1.90693 -1.57320 -1.00106
14 H 1.97787 0.03646 -1.76334
15 H 0.32139 -0.40846 0.82400
16 H -1.14298 -0.65098 -1.79598
17 H -0.40432 -2.17023 -1.07266
18 H -2.65556 -1.72347 -0.20662
19 H -1.55218 -1.55063 0.97025
20 H -2.81658 0.24248 1.42229
21 H -3.22249 0.55388 -0.25856
22 H -0.89013 1.54585 1.45194
23 H -1.77588 2.31694 0.11258
24 H 0.57754 1.83151 -0.34984